No. 1
C6H7ClO | ωB97M-V/def2-TZVPD

Each line ends with the natural charge from an NBO analysis.
Geometry (Å):
C 0.16 0.00 2.80  -0.638
C 0.06 -0.17 1.33  0.153
C -0.56 -1.40 0.63  -0.371
C -1.29 -0.17 -0.23  0.073
C 0.16 0.27 -0.81  -0.019
C 0.95 0.33 0.33  -0.289
H -0.92 -0.02 3.28  0.255
H 0.93 -0.83 3.32  0.225
H 0.77 0.90 3.10  0.240
H 0.03 -2.05 0.07  0.206
H -1.39 -1.77 1.24  0.208
H -2.09 -0.03 -0.97  0.219
H 2.25 0.02 0.00  0.251
O -1.23 0.57 0.89  -0.522
Cl 0.78 0.36 -2.44  0.009

- Total energy: -20899.995 eV
- Frontier orbital gap: 0.35203 Eh
- Energy above the lowest of the compared OMol25 structures with the same formula, charge and spin: 127.72 kcal/mol
- Charge: 0
- Largest force on an atom: 7.7 eV/Å
- Molar mass: 130.57 g/mol
- LUMO level: 0.80 eV

No. 2
C7H11B | ωB97M-V/def2-TZVPD

Each line ends with the Löwdin spin population.
Geometry (Å):
B -1.69 0.79 0.36  0.715
C 0.56 0.63 0.10  0.243
C 0.08 -0.64 0.28  0.128
C -0.49 1.75 0.24  0.139
C -2.37 -0.20 -0.61  0.185
C -1.39 -0.68 0.51  0.403
C 1.98 1.11 -0.14  0.036
C 0.93 -1.90 0.10  0.026
H -0.33 2.29 -0.70  0.004
H -0.28 2.26 1.19  0.028
H -3.34 -0.64 -0.56  0.015
H -2.18 -0.44 -1.68  0.030
H -1.87 -1.42 1.05  0.020
H 2.32 1.32 -1.11  0.010
H 2.62 0.34 0.35  0.004
H 2.23 1.97 0.34  0.003
H 0.63 -2.63 0.90  0.004
H 1.86 -1.59 0.33  0.001
H 0.74 -2.31 -0.95  0.005

- Total energy: -8107.173 eV
- Frontier orbital gap (spin up / spin down): 0.21943 / 0.23962 Eh
- Multiplicity: 3
- Energy above the lowest of the compared OMol25 structures with the same formula, charge and spin: 17.99 kcal/mol
- Charge: 0
- Largest force on an atom: 6.3 eV/Å
- Molar mass: 105.98 g/mol
- <S²>: 2.01
- LUMO level (spin up / spin down): 0.84 / -2.34 eV

No. 3
C31H38AlAs | ωB97M-V/def2-TZVPD

Each line ends with the Löwdin charge.
Geometry (Å):
C 0.91 -0.81 -1.72  -0.181
H 0.64 -1.87 -1.71  0.047
H 0.44 -0.37 -2.62  0.081
H -0.38 -1.51 0.02  0.052
C 2.43 -0.68 -1.77  -0.318
H 2.75 0.26 -1.29  0.085
H 2.88 -1.49 -1.18  0.108
C 3.01 -0.73 -3.20  -0.087
H 4.10 -0.59 -3.15  0.086
H 2.81 -1.70 -3.68  0.085
H 2.59 0.06 -3.83  0.076
C -0.48 1.66 1.35  -0.217
C 0.66 2.07 0.57  -0.222
C 0.25 2.14 -0.82  -0.235
C -1.13 1.70 -0.89  -0.235
C -1.58 1.42 0.45  -0.221
C -2.99 1.20 0.86  -0.002
C -1.97 1.69 -2.12  0.012
C 1.06 2.67 -1.95  0.013
C 1.95 2.56 1.13  0.009
C -0.58 1.72 2.83  0.004
Al 0.09 0.23 -0.15  0.413
H -2.81 1.00 -2.00  0.091
H -2.39 2.69 -2.34  0.118
H -1.39 1.38 -2.99  0.092
H -3.58 0.76 0.04  0.087
H -3.05 0.52 1.72  0.085
H -3.48 2.14 1.15  0.120
H 0.39 1.52 3.30  0.076
H -0.92 2.72 3.17  0.123
H -1.29 0.98 3.21  0.084
H 2.74 2.51 0.38  0.090
H 1.88 3.60 1.48  0.119
H 2.25 1.94 1.99  0.083
H 0.88 2.09 -2.86  0.091
H 0.81 3.72 -2.17  0.118
H 2.12 2.63 -1.72  0.089
C 2.73 -5.95 0.90  -0.035
C 1.87 -5.51 -0.11  -0.044
C 1.10 -4.36 0.07  -0.098
C 1.18 -3.66 1.28  -0.355
C 2.05 -4.09 2.30  -0.082
C 2.82 -5.24 2.10  -0.042
As -0.04 -2.17 1.56  1.438
C -1.73 -3.15 1.65  -0.366
C -2.84 -2.63 0.97  -0.105
C -3.99 -3.41 0.85  -0.049
C -4.04 -4.69 1.41  -0.037
C -2.93 -5.19 2.11  -0.040
C -1.77 -4.42 2.24  -0.083
C 0.39 -1.53 3.37  -0.359
C -0.54 -1.71 4.40  -0.078
C -0.20 -1.31 5.70  -0.034
C 1.05 -0.73 5.96  -0.030
C 1.96 -0.55 4.93  -0.048
C 1.64 -0.94 3.62  -0.129
H 3.32 -6.86 0.75  0.125
H 1.79 -6.06 -1.05  0.122
H 0.42 -4.01 -0.71  0.105
H 2.12 -3.53 3.23  0.102
H 3.49 -5.58 2.89  0.123
H -2.79 -1.63 0.52  0.080
H -4.85 -3.02 0.30  0.120
H -4.94 -5.30 1.31  0.123
H -2.96 -6.19 2.56  0.124
H -0.89 -4.82 2.76  0.118
H -1.50 -2.17 4.19  0.112
H -0.91 -1.46 6.51  0.126
H 1.31 -0.42 6.98  0.129
H 2.94 -0.10 5.12  0.126
H 2.36 -0.81 2.81  0.116

- Total energy: -100182.996 eV
- Frontier orbital gap: 0.25983 Eh
- Energy above the lowest of the compared OMol25 structures with the same formula, charge and spin: 0.00 kcal/mol
- Charge: +2
- Largest force on an atom: 3.0 eV/Å
- Molar mass: 512.55 g/mol
- LUMO level: -7.54 eV

No. 4
H21O11 | ωB97M-V/def2-TZVPD

Each line ends with the natural charge from an NBO analysis.
Geometry (Å):
O 2.79 2.98 2.74  -0.964
H 2.06 3.32 2.20  0.474
H 2.71 2.09 2.29  0.480
O -0.78 4.24 -0.90  -0.970
H -0.28 5.02 -1.11  0.481
H -0.76 3.49 -1.52  0.487
O -4.20 0.89 -0.66  -0.936
H 3.50 -2.09 -0.73  0.468
H -0.87 -3.05 -1.55  0.470
O 1.50 1.52 0.84  -0.995
H 2.33 1.12 0.60  0.459
H -1.22 -0.66 0.93  0.501
O -0.90 -3.00 2.87  -0.960
H 1.09 -2.34 -0.49  0.469
H 0.78 0.91 0.58  0.515
O -0.26 -2.69 -2.24  -0.958
H -0.25 -1.80 -1.86  0.479
H -0.95 0.02 -0.85  0.437
O -0.27 -0.26 -0.23  -1.249
H -3.53 1.55 -0.90  0.468
O 3.59 -2.72 -1.46  -0.940
H -4.36 1.03 0.29  0.468
H 2.74 -3.17 -1.45  0.474
O 1.09 1.63 -1.80  -0.986
H 0.86 0.99 -1.05  0.509
H 0.33 1.70 -2.37  0.441
O 0.51 -2.65 0.20  -0.987
H -1.71 -2.50 2.94  0.476
H -0.27 -2.06 0.14  0.492
O -2.17 -0.79 1.33  -1.031
H -0.63 -2.82 1.97  0.481
H -2.50 0.10 1.22  0.447

- Total energy: -22864.536 eV
- Frontier orbital gap: 0.33948 Eh
- Energy above the lowest of the compared OMol25 structures with the same formula, charge and spin: 55.30 kcal/mol
- Charge: -1
- Largest force on an atom: 1.8 eV/Å
- Molar mass: 197.16 g/mol
- LUMO level: 2.54 eV

No. 5
C22H48NO8 | ωB97M-V/def2-TZVPD

Each line ends with the Löwdin charge.
Geometry (Å):
C -0.44 0.67 1.71  0.013
C -0.78 1.18 0.33  -0.483
O -1.15 0.41 -0.56  0.086
O -0.60 2.50 0.07  0.009
C -0.92 3.41 1.13  -0.208
C -1.82 4.53 0.65  -0.164
C -2.26 5.39 1.85  -0.202
C -3.58 5.01 2.50  -0.207
C -3.71 3.58 3.01  -0.223
C -4.15 2.57 1.94  -0.237
C -5.67 2.53 1.72  -0.246
C -6.05 2.91 0.28  -0.538
N -5.39 2.16 -0.75  -0.197
H -1.36 0.52 2.26  0.088
H 0.16 1.39 2.26  0.078
H 0.05 -0.29 1.64  0.076
H -1.37 2.91 1.98  0.089
H 0.01 3.85 1.49  0.127
H -2.64 4.17 0.05  0.113
H -1.21 5.16 0.00  0.109
H -2.35 6.41 1.49  0.101
H -1.46 5.41 2.59  0.105
H -4.42 5.25 1.85  0.108
H -3.70 5.67 3.37  0.099
H -2.80 3.25 3.51  0.092
H -4.48 3.58 3.79  0.094
H -3.70 2.76 0.96  0.069
H -3.80 1.58 2.24  0.095
H -6.04 1.51 1.89  0.089
H -6.17 3.18 2.44  0.086
H -5.81 4.00 0.19  0.062
H -7.15 2.81 0.21  0.057
H -4.90 1.38 -0.31  -0.109
C 5.72 -1.17 1.10  -0.113
O 5.51 -2.00 2.22  -0.198
C 5.05 -1.30 3.37  -0.203
C 4.02 -2.09 4.14  -0.188
O 2.75 -2.19 3.52  -0.122
C 2.61 -3.03 2.38  -0.178
C 2.69 -4.51 2.66  -0.198
O 4.02 -4.93 2.94  -0.198
C 4.10 -5.96 3.90  -0.120
H 6.62 -0.56 1.21  0.086
H 5.84 -1.82 0.23  0.087
H 4.86 -0.52 0.92  0.089
H 4.62 -0.33 3.09  0.124
H 5.91 -1.12 4.03  0.125
H 3.83 -1.55 5.06  0.127
H 4.40 -3.08 4.42  0.117
H 3.31 -2.74 1.59  0.119
H 1.61 -2.83 2.00  0.127
H 2.35 -5.05 1.77  0.129
H 2.03 -4.75 3.50  0.125
H 3.49 -5.73 4.78  0.086
H 5.14 -6.05 4.20  0.086
H 3.77 -6.92 3.48  0.087
C -0.24 1.56 -5.91  -0.126
O 0.29 0.57 -5.07  -0.203
C -0.54 0.28 -3.94  -0.183
C -0.55 -1.20 -3.63  -0.173
O -1.26 -2.01 -4.56  -0.118
C -0.68 -2.26 -5.82  -0.195
C 0.50 -3.21 -5.82  -0.205
O 1.67 -2.60 -5.31  -0.195
C 2.49 -3.47 -4.56  -0.124
H -0.15 2.55 -5.46  0.087
H 0.34 1.54 -6.84  0.081
H -1.29 1.37 -6.15  0.087
H -1.56 0.62 -4.12  0.134
H -0.14 0.81 -3.07  0.119
H -1.09 -1.31 -2.69  0.121
H 0.46 -1.58 -3.46  0.118
H -0.44 -1.34 -6.35  0.118
H -1.47 -2.76 -6.39  0.126
H 0.70 -3.53 -6.85  0.123
H 0.24 -4.10 -5.22  0.122
H 1.91 -4.02 -3.82  0.086
H 3.23 -2.86 -4.04  0.086
H 3.02 -4.18 -5.22  0.084

- Total energy: -41457.481 eV
- Frontier orbital gap: 0.11897 Eh
- Charge: -1
- Largest force on an atom: 2.4 eV/Å
- Molar mass: 454.62 g/mol
- LUMO level: 2.07 eV

No. 6
C46H57AsCl2N7O3S2Si3Tl | ωB97M-V/def2-TZVPD

Each line ends with the natural charge from an NBO analysis.
Geometry (Å):
Tl 0.05 -0.20 0.02  0.769
Cl -4.49 -4.89 -3.46  -0.056
C -3.44 -4.22 -2.24  -0.066
C -2.35 -3.46 -2.63  -0.323
C -1.48 -2.86 -1.71  0.258
N -0.53 -1.94 -2.11  -0.694
C -0.14 -1.86 -3.38  0.573
O -0.23 -2.70 -4.29  -0.733
C 0.47 -0.52 -3.76  0.142
C 0.44 -0.14 -5.11  -0.245
C 0.86 1.12 -5.47  -0.203
C 1.36 1.97 -4.49  -0.219
C 1.41 1.50 -3.19  0.027
N 0.96 0.30 -2.84  -0.434
C -1.68 -3.16 -0.32  0.125
C -2.79 -3.94 0.05  -0.274
C -3.67 -4.44 -0.89  -0.097
Cl -5.06 -5.35 -0.36  -0.054
N -0.75 -2.68 0.59  -0.699
C -0.68 -3.06 1.86  0.582
O -1.45 -3.80 2.52  -0.733
C 0.54 -2.54 2.60  0.153
C 0.76 -2.98 3.90  -0.238
C 1.89 -2.57 4.58  -0.191
C 2.78 -1.72 3.93  -0.285
C 2.48 -1.31 2.64  0.048
N 1.39 -1.71 2.00  -0.437
H -2.16 -3.33 -3.69  0.248
H 0.07 -0.85 -5.84  0.236
H 0.80 1.45 -6.50  0.197
H 1.70 2.97 -4.73  0.197
H 1.82 2.10 -2.38  0.212
H -2.94 -4.14 1.09  0.265
H 0.03 -3.64 4.34  0.243
H 2.08 -2.89 5.60  0.197
H 3.69 -1.37 4.42  0.203
H 3.13 -0.63 2.09  0.213
C 4.10 4.93 2.61  -0.625
C 4.38 3.43 2.62  -0.206
N 4.61 2.84 1.32  -0.459
C 5.94 2.98 0.73  -0.203
C 5.99 4.05 -0.36  -0.623
C 3.59 2.30 0.56  0.352
S 1.98 2.59 1.00  -0.385
N 4.01 1.67 -0.53  -0.713
C 3.41 0.62 -1.12  0.658
O 2.59 -0.17 -0.65  -0.687
C 3.96 0.32 -2.49  -0.143
C 5.16 0.86 -2.95  -0.185
C 5.65 0.52 -4.20  -0.253
C 4.93 -0.35 -5.02  -0.212
C 3.74 -0.90 -4.56  -0.257
C 3.26 -0.57 -3.30  -0.084
H 3.86 5.27 3.62  0.196
H 3.25 5.13 1.96  0.235
H 4.97 5.50 2.25  0.184
H 3.52 2.93 3.05  0.235
H 5.25 3.22 3.25  0.171
H 6.23 2.02 0.30  0.217
H 6.63 3.23 1.53  0.177
H 5.30 3.77 -1.16  0.236
H 7.00 4.13 -0.78  0.191
H 5.70 5.02 0.03  0.194
H 5.70 1.53 -2.30  0.220
H 6.59 0.93 -4.55  0.191
H 5.31 -0.60 -6.00  0.191
H 3.19 -1.58 -5.19  0.215
H 2.35 -1.01 -2.92  0.245
S -4.45 0.23 -4.77  0.322
C -3.23 -0.39 -3.65  -0.048
N -3.18 0.20 -2.52  -0.406
C -4.12 1.20 -2.42  0.172
C -4.31 2.00 -1.30  -0.212
C -5.34 2.93 -1.32  -0.229
C -6.14 3.09 -2.45  -0.225
C -5.94 2.32 -3.59  -0.230
C -4.93 1.37 -3.56  -0.231
H -2.60 -1.21 -3.95  0.244
H -3.66 1.86 -0.44  0.238
H -5.53 3.53 -0.44  0.208
H -6.94 3.82 -2.44  0.202
H -6.55 2.46 -4.47  0.208
C -5.62 2.13 3.70  -1.113
Si -4.38 1.02 2.79  1.389
C -5.32 0.31 1.30  -1.116
C -4.06 -0.52 3.85  -1.119
As -2.24 1.87 2.15  -0.471
Si -1.33 1.91 4.33  1.406
C 0.20 3.01 4.60  -1.122
C -0.72 0.18 4.80  -1.119
C -2.58 2.50 5.67  -1.118
Si -2.37 4.21 1.74  1.380
C -2.44 4.52 -0.14  -1.113
C -0.77 5.09 2.24  -1.123
C -3.78 5.22 2.53  -1.107
H -6.62 1.69 3.69  0.228
H -5.68 3.12 3.24  0.228
H -5.33 2.27 4.75  0.230
H -6.00 -0.47 1.63  0.235
H -4.61 -0.14 0.59  0.257
H -5.90 1.06 0.76  0.230
H -4.92 -1.20 3.83  0.237
H -3.83 -0.29 4.89  0.223
H -3.21 -1.08 3.43  0.260
H 0.76 3.10 3.67  0.267
H 0.85 2.54 5.34  0.231
H -0.06 4.01 4.95  0.219
H 0.19 -0.03 4.23  0.253
H -1.44 -0.60 4.58  0.245
H -0.46 0.13 5.87  0.225
H -3.04 3.44 5.37  0.225
H -2.08 2.65 6.63  0.225
H -3.37 1.76 5.82  0.225
H -2.03 3.66 -0.68  0.255
H -1.82 5.38 -0.40  0.231
H -3.44 4.70 -0.52  0.229
H 0.08 4.45 1.98  0.274
H -0.72 5.31 3.30  0.223
H -0.66 6.02 1.69  0.228
H -4.77 4.87 2.22  0.222
H -3.70 6.28 2.26  0.227
H -3.74 5.15 3.62  0.227

- Total energy: -201088.276 eV
- Frontier orbital gap: 0.19769 Eh
- Charge: -2
- Largest force on an atom: 1.7 eV/Å
- Molar mass: 1254.61 g/mol
- LUMO level: 3.74 eV

No. 7
C37H31BrF4FeN5OP | ωB97M-V/def2-TZVPD

Each line ends with the Löwdin spin population.
Geometry (Å):
Fe -0.59 -1.22 0.67  2.070
C -3.57 -1.42 1.22  0.001
N -2.37 -1.51 2.07  -0.004
C -2.24 -0.55 3.18  0.026
C -1.21 0.56 2.92  0.035
N -1.74 1.65 2.14  0.346
C -1.54 2.77 2.82  0.037
C -1.82 4.11 2.43  0.111
C -1.48 5.13 3.29  0.017
C -0.87 4.86 4.53  0.161
C -0.60 3.57 4.96  0.000
C -0.95 2.53 4.11  0.110
N -0.86 1.18 4.22  0.092
C -3.25 -0.99 -0.17  0.010
N -2.38 -0.08 -0.45  0.026
C -2.50 0.13 -1.82  0.009
C -1.88 1.07 -2.64  0.000
C -2.21 1.08 -3.98  0.001
C -3.13 0.17 -4.52  0.000
C -3.79 -0.75 -3.71  0.001
C -3.46 -0.73 -2.36  0.007
N -3.95 -1.42 -1.26  0.002
H -4.27 -0.70 1.64  0.000
H -4.07 -2.39 1.19  0.001
H -2.27 -2.44 2.42  0.004
H -1.89 -1.10 4.05  0.002
H -3.19 -0.07 3.44  0.001
H -2.29 4.30 1.47  0.004
H -1.67 6.15 3.00  -0.002
H -0.60 5.70 5.18  0.010
H -0.14 3.38 5.92  -0.004
H -0.30 0.72 4.92  0.003
H -1.17 1.78 -2.21  0.000
H -1.74 1.80 -4.64  0.000
H -3.35 0.19 -5.58  0.000
H -4.51 -1.45 -4.11  0.000
H -4.56 -2.22 -1.28  0.000
F -0.36 -3.87 -5.73  0.011
C -0.01 -3.20 -4.64  0.019
C 1.26 -2.65 -4.56  -0.011
F 2.10 -2.79 -5.58  -0.004
C 1.63 -1.95 -3.43  0.016
F 2.86 -1.41 -3.43  0.008
C 0.77 -1.79 -2.36  0.057
P 1.10 -0.81 -0.84  -0.025
C 1.49 0.85 -1.57  -0.001
C 2.19 1.80 -0.82  0.000
C 2.45 3.06 -1.33  0.000
C 2.02 3.40 -2.60  -0.001
C 1.33 2.47 -3.36  0.000
C 1.07 1.20 -2.84  -0.001
C 2.74 -1.45 -0.30  -0.004
C 2.71 -2.62 0.46  0.000
C 3.88 -3.21 0.90  0.000
C 5.11 -2.65 0.58  0.000
C 5.15 -1.49 -0.19  0.000
C 3.98 -0.90 -0.64  -0.001
C -0.48 -2.37 -2.49  0.556
Br -1.00 -3.40 -0.09  0.225
C -0.88 -3.06 -3.59  0.079
F -2.10 -3.63 -3.67  0.009
H 2.55 1.55 0.17  0.000
H 3.00 3.78 -0.73  0.000
H 2.23 4.39 -3.01  0.000
H 0.98 2.72 -4.36  0.000
H 0.51 0.50 -3.45  0.000
H 1.75 -3.06 0.71  0.001
H 3.84 -4.12 1.49  0.000
H 6.03 -3.11 0.93  0.000
H 6.11 -1.06 -0.46  0.000
H 4.03 -0.02 -1.26  0.000
C 1.36 -1.72 3.57  0.003
O 0.19 -1.42 2.81  0.027
C 0.01 -0.11 2.21  -0.034
C 1.23 0.77 2.27  -0.006
H 2.27 -1.49 3.03  0.000
H 1.33 -2.78 3.78  0.000
H 1.36 -1.18 4.53  0.001
H 1.58 0.98 3.29  -0.002
H 0.99 1.73 1.80  0.001
H 2.07 0.33 1.73  0.000

- Total energy: -172956.146 eV
- Frontier orbital gap (spin up / spin down): 0.26751 / 0.25182 Eh
- Multiplicity: 5
- Energy above the lowest of the compared OMol25 structures with the same formula, charge and spin: 0.00 kcal/mol
- Charge: 0
- Largest force on an atom: 1.5 eV/Å
- Molar mass: 804.40 g/mol
- <S²>: 6.10
- LUMO level (spin up / spin down): 0.47 / -0.66 eV